Entry 1:
{
  "formula": "C33H35F5N4P2ReS",
  "method": "ωB97M-V with the def2-TZVPD basis set",
  "elements": ["Re", "C", "C", "C", "C", "C", "C", "C", "C", "C", "H", "H", "H", "H", "H", "H", "H", "H", "H", "H", "H", "H", "H", "H", "H", "P", "P", "N", "N", "N", "N", "C", "C", "C", "C", "C", "C", "C", "C", "C", "C", "C", "C", "C", "C", "C", "C", "C", "C", "H", "H", "H", "H", "H", "H", "H", "H", "H", "H", "H", "H", "H", "H", "H", "H", "H", "H", "H", "H", "F", "C", "C", "F", "C", "F", "C", "S", "C", "F", "C", "F"],
  "coordinates": [[-0.251, -1.189, 0.098], [-1.379, 2.492, 3.329], [-2.149, 2.225, 2.306], [-1.887, 2.644, 0.877], [-0.428, 2.792, 0.397], [0.552, 1.734, 0.744], [1.086, 1.592, 1.977], [1.129, 2.654, 3.035], [-0.171, 3.380, 3.377], [0.944, -2.377, 1.435], [-1.917, 2.512, 4.315], [-3.055, 1.584, 2.452], [-2.358, 3.644, 0.716], [-2.390, 1.889, 0.247], [-0.438, 2.919, -0.697], [-0.013, 3.722, 0.804], [1.277, 1.520, -0.075], [1.891, 0.825, 2.021], [1.838, 3.425, 2.707], [1.520, 2.176, 3.944], [-0.041, 3.802, 4.391], [-0.300, 4.265, 2.732], [1.629, -1.858, 2.115], [1.505, -3.221, 0.943], [0.157, -2.810, 2.050], [1.565, -1.129, -1.189], [-2.001, -0.321, -1.081], [2.958, -0.118, -1.713], [2.229, -2.520, -2.314], [-2.038, 1.091, -2.451], [-3.628, -0.914, -2.015], [0.405, -0.541, -2.507], [-0.856, -1.352, -2.168], [4.119, 0.017, -0.964], [5.048, 0.783, -1.682], [4.436, 1.131, -2.930], [3.159, 0.562, -2.914], [2.539, -3.795, -1.893], [3.013, -4.547, -2.983], [2.995, -3.687, -4.119], [2.499, -2.453, -3.676], [-2.546, 2.366, -2.272], [-2.389, 3.119, -3.442], [-1.757, 2.269, -4.386], [-1.614, 1.023, -3.772], [-4.554, -0.228, -2.809], [-5.352, -1.140, -3.510], [-4.912, -2.440, -3.127], [-3.858, -2.267, -2.231], [0.753, -0.784, -3.504], [0.319, 0.541, -2.416], [-1.477, -1.627, -3.020], [-0.644, -2.374, -1.672], [4.198, -0.463, -0.006], [6.058, 1.037, -1.375], [4.859, 1.693, -3.760], [2.402, 0.582, -3.684], [2.423, -4.064, -0.850], [3.352, -5.583, -2.954], [3.321, -3.908, -5.132], [2.335, -1.550, -4.247], [-3.032, 2.669, -1.347], [-2.701, 4.146, -3.590], [-1.442, 2.498, -5.399], [-1.161, 0.140, -4.200], [-4.589, 0.855, -2.842], [-6.123, -0.885, -4.212], [-5.308, -3.386, -3.462], [-3.251, -2.996, -1.708], [0.792, -1.594, 8.920], [0.536, -1.293, 7.632], [0.234, 0.018, 7.278], [0.185, 1.016, 8.194], [0.022, 0.296, 5.935], [-0.272, 1.596, 5.640], [0.121, -0.679, 4.913], [-0.113, -0.246, 3.335], [0.320, -2.019, 5.333], [0.264, -3.036, 4.434], [0.559, -2.298, 6.657], [0.852, -3.553, 7.017]],
  "forces_ev_per_angstrom": [[1.6, 0.0, 3.5], [-1.3, 2.2, 2.9], [-0.8, -1.2, -1.7], [0.1, 0.0, 0.1], [-0.5, 0.5, -0.4], [-0.3, -0.7, -1.7], [2.1, -0.2, 0.5], [-0.1, -0.6, 0.6], [0.1, 0.5, 0.0], [0.8, -0.9, -0.8], [0.7, -1.1, -0.9], [0.6, 1.0, 0.0], [0.0, -0.8, -0.1], [0.1, 0.5, 0.1], [-0.1, 0.1, 0.3], [-0.1, 0.0, -0.2], [-0.5, -0.6, 0.4], [-0.4, 0.8, 0.2], [0.2, -0.4, -0.1], [0.1, 0.3, -0.3], [-0.2, -0.3, -0.5], [0.0, -0.4, 0.1], [-0.1, 0.0, -0.3], [-0.6, 0.9, 0.3], [-0.3, -0.1, 0.0], [4.7, -0.5, -7.5], [-5.6, 2.2, -7.7], [-0.7, 0.0, 2.0], [-1.2, 0.3, 1.9], [0.2, -0.3, 2.0], [1.2, -0.6, 1.2], [0.2, -0.5, 0.6], [0.3, 0.4, 0.5], [1.3, 0.9, -0.6], [-1.1, -0.8, 0.4], [-1.5, -1.0, 0.7], [0.5, 0.8, -0.5], [0.5, -1.3, -0.7], [-0.4, 0.8, 1.1], [-0.6, 1.2, 1.2], [0.3, -0.5, -0.6], [-0.2, 1.3, -0.3], [0.0, -0.9, 1.1], [-0.2, -1.3, 0.8], [0.6, 0.5, -0.8], [-0.6, 0.4, -0.5], [1.7, 0.6, 1.5], [1.1, 0.5, 0.8], [-0.6, -0.6, -0.1], [0.2, 0.0, 0.0], [-0.3, -0.1, 0.0], [-0.2, -0.2, 0.2], [0.1, 0.3, -0.4], [0.1, 0.0, 0.1], [-0.3, -0.1, 0.0], [-0.2, -0.2, 0.3], [0.1, 0.1, 0.2], [0.1, -0.1, -0.2], [-0.2, 0.4, 0.1], [-0.2, 0.1, 0.3], [0.2, -0.2, 0.1], [0.2, -0.2, -0.5], [0.0, -0.3, 0.1], [-0.2, -0.1, 0.2], [-0.3, 0.1, 0.0], [0.1, -0.3, 0.0], [-0.1, 0.1, 0.0], [0.1, 0.0, 0.0], [-0.2, -0.1, -0.1], [-0.3, 0.3, -1.8], [0.2, -0.1, 1.6], [0.0, 1.1, 0.3], [0.0, -1.4, -1.1], [0.1, 1.5, 0.7], [0.6, -1.8, 0.2], [-0.5, -0.6, 1.1], [-0.6, 0.7, -1.2], [-0.2, -0.4, -0.1], [0.2, 1.2, 0.9], [0.4, -1.3, 0.1], [-0.3, 0.8, -0.1]],
  "charge": 2,
  "gap_ev": [4.1506, 4.1796],
  "spin_multiplicity": 4,
  "total_energy_ha": -3154.91469,
  "e_above_lowest_kcal_mol": 130.05
}

***

Entry 2:
{
  "formula": "C33H35N3O2PdS6Sb",
  "method": "ωB97M-V with the def2-TZVPD basis set",
  "elements": ["Pd", "C", "C", "S", "C", "C", "S", "C", "C", "S", "H", "H", "H", "H", "H", "H", "H", "H", "H", "H", "H", "H", "N", "C", "C", "C", "C", "C", "C", "S", "O", "O", "N", "C", "S", "C", "C", "N", "H", "H", "H", "H", "H", "H", "H", "H", "S", "Sb", "C", "C", "C", "C", "C", "C", "C", "C", "C", "C", "C", "C", "C", "C", "C", "C", "C", "C", "H", "H", "H", "H", "H", "H", "H", "H", "H", "H", "H", "H", "H", "H", "H"],
  "coordinates": [[0.659, 0.952, 0.127], [-2.805, 2.440, 1.178], [-2.940, 2.327, -0.342], [-1.506, 1.611, -1.228], [-2.080, -0.055, -1.650], [-2.351, -0.964, -0.471], [-0.876, -1.241, 0.567], [-1.631, -1.150, 2.221], [-1.948, 0.237, 2.768], [-3.459, 1.023, 2.114], [-3.357, 3.312, 1.528], [-1.763, 2.566, 1.452], [-3.051, 3.321, -0.778], [-3.811, 1.737, -0.630], [-1.298, -0.455, -2.292], [-2.984, 0.056, -2.251], [-2.675, -1.938, -0.842], [-3.124, -0.551, 0.169], [-0.889, -1.618, 2.869], [-2.514, -1.790, 2.196], [-1.125, 0.909, 2.566], [-2.079, 0.169, 3.848], [5.683, -2.988, 5.892], [5.011, -2.333, 4.897], [3.653, -2.613, 4.657], [2.966, -1.946, 3.671], [3.619, -0.979, 2.908], [4.953, -0.678, 3.139], [5.645, -1.351, 4.126], [2.735, -0.197, 1.625], [3.516, 0.932, 1.130], [2.426, -1.228, 0.670], [1.330, 0.335, 2.227], [1.253, 1.641, 2.674], [2.005, 2.235, 4.109], [1.240, 3.757, 3.849], [0.491, 3.718, 2.726], [0.497, 2.512, 2.051], [5.257, -3.781, 6.333], [6.678, -2.901, 5.977], [3.153, -3.360, 5.263], [1.922, -2.165, 3.483], [5.443, 0.084, 2.545], [6.687, -1.116, 4.313], [1.375, 4.578, 4.537], [-0.105, 4.532, 2.338], [1.236, -0.020, -2.081], [2.959, 1.494, -1.826], [3.044, 2.352, -3.767], [3.583, 3.625, -3.943], [3.697, 4.158, -5.219], [3.282, 3.418, -6.319], [2.744, 2.150, -6.145], [2.622, 1.615, -4.869], [4.988, 1.058, -1.443], [5.445, -0.250, -1.376], [6.790, -0.477, -1.120], [7.655, 0.593, -0.929], [7.186, 1.898, -1.007], [5.843, 2.139, -1.270], [2.393, 3.262, -0.796], [1.316, 3.960, -1.339], [1.028, 5.238, -0.881], [1.818, 5.813, 0.106], [2.879, 5.105, 0.658], [3.171, 3.824, 0.213], [3.903, 4.213, -3.089], [4.107, 5.151, -5.353], [3.372, 3.833, -7.315], [2.417, 1.575, -7.003], [2.187, 0.632, -4.734], [4.764, -1.081, -1.509], [7.162, -1.492, -1.071], [8.701, 0.409, -0.720], [7.863, 2.732, -0.865], [5.484, 3.159, -1.347], [0.735, 3.527, -2.147], [0.205, 5.794, -1.314], [1.606, 6.819, 0.447], [3.486, 5.553, 1.434], [3.994, 3.269, 0.645]],
  "forces_ev_per_angstrom": [[-2.3, -0.2, 0.1], [-0.1, -0.2, -0.1], [0.2, 0.0, 0.1], [0.1, 0.1, -0.1], [0.0, 0.1, 0.1], [0.1, -0.2, 0.0], [0.1, 0.5, -0.2], [0.2, 0.1, 0.0], [-0.2, -0.1, -0.2], [0.1, 0.1, 0.1], [0.0, 0.0, -0.1], [0.0, 0.1, 0.1], [0.0, 0.0, 0.0], [0.0, 0.1, 0.0], [-0.1, 0.0, -0.1], [0.0, 0.0, 0.0], [0.0, 0.0, 0.0], [-0.1, 0.0, 0.0], [0.0, 0.0, 0.0], [0.0, 0.0, 0.0], [0.1, 0.1, 0.1], [0.0, -0.1, 0.0], [-0.1, 0.0, 0.0], [-0.1, 0.0, 0.0], [0.1, -0.1, 0.1], [0.1, 0.1, 0.0], [-0.1, 0.3, 0.3], [0.0, 0.1, 0.0], [0.1, 0.0, 0.1], [0.8, -0.3, 0.3], [0.0, -0.1, 0.1], [-0.1, -0.1, 0.0], [0.2, 0.2, -0.7], [0.4, -0.2, 0.5], [-0.1, 0.0, -0.1], [0.0, 0.0, 0.1], [-0.1, 0.0, -0.2], [0.3, -0.2, 0.1], [0.0, 0.0, 0.0], [0.0, 0.0, 0.0], [0.0, 0.0, 0.0], [0.0, 0.0, 0.0], [0.0, 0.0, 0.0], [-0.1, 0.0, 0.0], [0.0, -0.1, -0.1], [0.1, 0.0, 0.0], [0.4, 0.0, 0.6], [0.5, 0.7, -0.9], [0.1, -0.1, 0.0], [0.0, 0.0, 0.0], [0.0, 0.0, 0.0], [0.0, 0.0, 0.0], [0.0, 0.0, 0.0], [0.0, 0.1, 0.0], [-0.3, -0.2, 0.1], [0.0, 0.0, 0.0], [0.0, 0.0, 0.0], [0.0, 0.0, 0.0], [0.0, 0.0, 0.0], [0.1, -0.1, -0.1], [0.0, -0.3, 0.0], [0.1, 0.0, 0.0], [0.0, 0.0, 0.0], [0.0, -0.1, 0.0], [0.0, 0.0, 0.0], [0.0, 0.0, 0.0], [0.0, 0.0, 0.0], [0.0, 0.0, 0.0], [0.0, 0.0, 0.0], [0.0, 0.0, 0.0], [0.0, 0.0, 0.0], [0.0, 0.0, 0.0], [0.0, 0.0, 0.0], [0.0, 0.0, 0.0], [0.0, 0.0, 0.0], [0.0, 0.0, 0.0], [0.0, 0.0, 0.0], [0.0, 0.0, 0.0], [0.0, 0.0, 0.0], [0.0, 0.0, 0.0], [0.0, 0.0, 0.0]],
  "charge": 1,
  "gap_ev": [7.9902, 5.6774],
  "spin_multiplicity": 3,
  "total_energy_ha": -4350.25550,
  "e_above_lowest_kcal_mol": 26.94
}

***

Entry 3:
{
  "formula": "C33H36ClIN6O7V",
  "method": "ωB97M-V with the def2-TZVPD basis set",
  "elements": ["V", "C", "C", "N", "C", "C", "C", "O", "C", "C", "N", "C", "C", "C", "C", "C", "C", "I", "C", "O", "H", "H", "H", "H", "H", "H", "H", "H", "H", "H", "H", "H", "C", "C", "O", "N", "C", "C", "C", "C", "C", "C", "N", "H", "H", "H", "H", "H", "H", "H", "H", "H", "H", "C", "C", "C", "C", "Cl", "C", "C", "C", "O", "C", "C", "O", "O", "H", "H", "H", "H", "H", "H", "H", "H", "C", "N", "C", "N", "O", "H", "H", "H", "H", "H", "H"],
  "coordinates": [[-0.178, 1.101, 0.324], [4.492, 1.441, 0.747], [3.688, 0.527, 1.640], [4.332, -0.374, 2.353], [3.648, -1.218, 3.178], [2.300, -1.127, 3.360], [1.557, -2.044, 4.298], [2.408, -3.125, 4.638], [1.597, -0.155, 2.621], [0.262, 0.239, 3.037], [-0.524, 0.989, 2.342], [-1.596, 1.636, 3.070], [-2.653, 0.851, 3.496], [-3.731, 1.400, 4.174], [-3.753, 2.763, 4.433], [-2.668, 3.548, 4.063], [-1.583, 2.986, 3.398], [0.074, 4.202, 3.079], [2.277, 0.632, 1.677], [1.666, 1.464, 0.834], [5.318, 0.886, 0.304], [3.877, 1.878, -0.037], [4.923, 2.258, 1.334], [4.225, -1.964, 3.706], [1.261, -1.487, 5.192], [0.645, -2.398, 3.812], [1.952, -3.699, 5.261], [-0.022, 0.036, 4.069], [-2.602, -0.214, 3.304], [-4.540, 0.762, 4.516], [-4.593, 3.212, 4.952], [-2.651, 4.604, 4.314], [-2.484, 4.503, -0.156], [-1.144, 3.908, -0.373], [-0.803, 2.843, 0.190], [-0.258, 4.463, -1.153], [0.933, 3.677, -1.577], [0.558, 2.520, -2.490], [0.414, 2.738, -3.848], [0.037, 1.695, -4.673], [-0.149, 0.442, -4.117], [0.014, 0.297, -2.756], [0.332, 1.309, -1.933], [-3.023, 3.912, 0.578], [-3.038, 4.502, -1.097], [-2.385, 5.532, 0.195], [-0.542, 5.268, -1.689], [1.428, 3.304, -0.689], [1.607, 4.351, -2.093], [0.601, 3.728, -4.256], [-0.093, 1.853, -5.736], [-0.409, -0.416, -4.720], [-0.070, -0.681, -2.296], [3.227, -2.415, -2.990], [1.883, -3.099, -3.108], [1.225, -3.187, -4.335], [0.007, -3.833, -4.435], [-0.805, -3.886, -5.975], [-0.572, -4.444, -3.332], [0.074, -4.369, -2.107], [1.275, -3.682, -2.000], [1.938, -3.612, -0.795], [1.797, -2.350, -0.166], [0.370, -2.002, 0.178], [-0.480, -2.820, 0.392], [0.145, -0.675, 0.220], [3.780, -2.492, -3.927], [3.826, -2.865, -2.197], [3.121, -1.349, -2.759], [1.683, -2.767, -5.225], [-1.508, -4.982, -3.438], [-0.339, -4.834, -1.220], [2.232, -1.557, -0.770], [2.339, -2.386, 0.782], [-3.330, -2.638, -1.187], [-2.713, -1.322, -1.169], [-2.938, -0.391, -0.243], [-3.945, -0.617, 0.619], [-2.302, 0.707, -0.198], [-3.004, -3.154, -2.083], [-4.417, -2.556, -1.226], [-3.022, -3.230, -0.325], [-1.920, -1.153, -1.753], [-4.399, -1.508, 0.696], [-4.162, 0.108, 1.277]],
  "forces_ev_per_angstrom": [[0.6, -0.7, -0.7], [0.0, -0.1, 0.1], [0.5, -0.2, -0.1], [-0.4, -0.3, 0.3], [0.6, 0.4, -0.5], [-0.3, 0.0, 0.1], [0.3, -0.1, 0.0], [-0.1, 0.2, 0.0], [-0.4, 0.2, 0.1], [0.3, 0.3, -0.1], [-0.2, 0.5, 0.9], [0.3, -0.6, -0.3], [-0.3, -0.2, 0.1], [-0.1, 0.0, 0.0], [0.1, 0.1, 0.0], [-0.1, 0.0, 0.0], [0.0, 0.1, 0.0], [0.2, 0.0, 0.0], [-0.5, 0.5, -0.5], [-0.1, -0.4, 0.4], [0.0, 0.0, 0.0], [0.0, -0.1, 0.0], [-0.1, -0.1, 0.0], [0.0, 0.1, -0.1], [0.0, 0.0, 0.1], [-0.1, -0.1, -0.1], [0.0, 0.0, 0.0], [0.1, -0.1, 0.0], [-0.1, 0.0, -0.1], [0.1, 0.1, -0.1], [0.1, 0.0, 0.0], [0.0, -0.1, 0.0], [-0.2, 0.2, 0.0], [0.1, -1.2, 0.9], [-1.2, 1.9, 0.1], [0.8, 0.4, -1.3], [-0.4, 0.1, 0.1], [-0.2, -0.2, 0.4], [0.1, 0.2, -0.1], [0.0, -0.1, -0.2], [0.0, 0.0, -0.1], [0.3, 0.1, 0.3], [-0.2, 0.4, -0.2], [0.0, 0.0, 0.0], [0.0, 0.0, 0.1], [-0.1, 0.0, 0.0], [0.2, 0.1, 0.0], [0.1, 0.0, 0.2], [0.0, 0.1, -0.1], [0.0, -0.1, 0.0], [0.0, 0.0, 0.0], [0.0, 0.0, 0.0], [0.0, 0.0, 0.1], [-0.1, 0.0, -0.1], [0.1, 0.1, -0.3], [0.2, 0.2, 0.0], [-0.1, 0.0, 0.0], [0.0, 0.0, 0.1], [0.0, 0.0, 0.0], [0.0, 0.0, 0.0], [0.3, 0.1, -0.1], [-0.4, 0.0, 0.5], [0.3, -0.2, 0.1], [-0.3, 1.7, 0.0], [-0.5, -0.3, 0.2], [0.4, -2.9, -0.4], [-0.1, 0.0, 0.0], [-0.1, 0.0, -0.1], [0.0, -0.1, 0.0], [-0.1, 0.0, 0.1], [0.1, 0.0, 0.0], [0.0, 0.1, -0.1], [0.0, 0.2, -0.1], [0.1, -0.1, 0.0], [0.1, 0.1, 0.0], [-0.1, -0.1, 0.0], [0.1, 0.6, 0.0], [0.0, 0.0, 0.1], [0.2, -0.6, 0.0], [0.0, 0.0, 0.0], [0.0, 0.0, 0.0], [0.0, 0.0, 0.0], [0.2, 0.0, -0.1], [-0.1, 0.0, 0.0], [0.0, 0.0, 0.1]],
  "charge": 1,
  "gap_ev": [7.7429, 7.9329],
  "spin_multiplicity": 3,
  "total_energy_ha": -3836.22564,
  "e_above_lowest_kcal_mol": 26.18
}